# C6H12NO

C6H12NO in the gas phase in a non-equilibrium geometry (the ωB97M-V functional and the def2-TZVPD basis, OMol25).

Last column: Mulliken charge in e.
Atoms and positions in Å:
O (1.61410, 0.22393, 2.63282)  -0.37
N (-0.89312, 0.21411, 0.01474)  -0.03
C (0.85472, -0.07338, -1.59182)  -0.53
C (-0.47657, 0.60142, -1.36015)  -0.65
C (0.27237, -0.16330, 0.76137)  -0.24
C (1.46626, -0.34324, -0.17475)  -0.59
C (0.59080, 0.78132, 1.94499)  -0.54
C (-2.02583, -0.68461, 0.06563)  -1.13
H (1.98522, -1.28390, -0.23560)  0.30
H (0.77118, -0.97396, -2.19758)  0.32
H (-2.94189, -0.17895, -0.22797)  0.37
H (-1.88252, -1.65921, -0.41733)  0.37
H (2.16959, 0.43651, 0.04885)  0.32
H (0.05888, -1.16103, 1.16616)  0.37
H (0.95620, 1.71872, 1.48372)  0.33
H (1.60170, 0.54255, -2.10200)  0.28
H (-0.41877, 1.68521, -1.41310)  0.33
H (-1.17839, 0.18902, -2.06114)  0.35
H (-2.21340, -0.85566, 1.13199)  0.41
H (-0.31050, 0.98445, 2.53115)  0.32

Atomic forces in eV per Å
0.1 0.1 0.3
-0.1 0.9 -1.2
1.6 0.3 0.2
0.1 -0.3 1.0
-0.1 -2.2 0.3
-1.0 1.0 -1.5
0.1 0.1 -0.3
0.0 0.3 1.5
0.0 -0.4 0.7
-0.2 -0.2 0.2
0.0 -0.1 -0.6
-0.1 0.1 -0.2
0.6 0.2 0.1
0.0 0.2 0.5
-0.1 0.0 0.0
-0.4 0.1 -0.3
-0.1 0.1 -0.3
-0.6 0.3 -0.4
0.0 -0.4 -0.1
0.0 0.0 0.1

Properties
HOMO-LUMO gap (spin up / spin down), hartree: 0.3524 / 0.2687
Spin multiplicity: 2
E_LUMO (spin up / spin down), eV: 1.0 / -1.3
Net charge: 0
<S²>: 0.7544
E_tot, eV: -9951.29701
Energy above the lowest of the compared OMol25 structures with the same formula, charge and spin, kJ/mol: 53.3
HOMO (spin up / spin down), eV: -8.59 / -8.60